1.
Formula: NO4S
Source: the Open Molecules 2025 dataset
Level of theory: ωB97M-V/def2-TZVPD

Each line ends with the Löwdin charge.
Element x y z (Å)
N  -0.34  -0.73  -1.69  -0.376
O  0.22  -0.60  1.97  -0.495
O  -0.94  -1.51  -0.96  -0.172
O  -0.16  1.79  2.27  -0.537
O  0.15  0.32  -1.23  -0.294
S  0.42  0.72  1.35  0.874

As for the total charge: -1. The total energy is -20513.7421 eV. For the energy above the lowest of the compared OMol25 structures with the same formula, charge and spin, the calculation gives 102.7 kJ/mol. As for the HOMO-LUMO gap (alpha / beta): 6.5 / 6.5 eV.


2.
Formula: C3H2N4O
Source: the Open Molecules 2025 dataset
Level of theory: ωB97M-V/def2-TZVPD

Each line ends with the Löwdin charge.
Element x y z (Å)
O  2.00  -0.30  -1.11  0.165
C  1.19  -0.18  -0.27  -0.560
C  0.87  0.93  0.53  0.014
N  -0.26  1.40  -0.02  0.021
N  -1.10  0.98  -0.84  -0.027
N  -1.65  -0.26  -0.80  0.085
C  -1.01  -1.05  0.22  -0.145
N  0.31  -1.19  0.26  0.182
H  1.19  1.53  1.58  0.203
H  -1.54  -1.86  0.45  0.061

As for the SMILES: O=c1cnnncn1. As for the total charge: 0. The total energy is -11145.5215 eV. For the energy above the lowest of the compared OMol25 structures with the same formula, charge and spin, the calculation gives 361.9 kJ/mol. As for the HOMO-LUMO gap: 9.1 eV.


3.
Formula: C3H12N2
Source: the Open Molecules 2025 dataset
Level of theory: ωB97M-V/def2-TZVPD

Each line ends with the Löwdin charge.
Element x y z (Å)
C  0.27  2.17  1.46  -0.121
C  1.12  1.01  1.07  -0.377
N  0.64  -0.35  1.44  -0.012
H  -0.07  2.21  2.50  0.074
H  0.89  3.07  1.39  0.071
H  -0.64  2.21  0.86  0.068
H  1.44  1.07  0.02  0.094
H  2.14  1.08  1.51  0.101
H  -0.36  -0.32  1.23  0.050
H  1.03  -0.96  0.73  0.044
C  -1.31  -2.04  -1.59  -0.203
N  -0.44  -1.04  -2.13  -0.067
H  -2.14  -2.32  -2.24  0.060
H  -1.79  -1.71  -0.65  0.059
H  -0.68  -2.86  -1.24  0.073
H  -0.65  -0.07  -2.09  0.042
H  0.53  -1.16  -2.26  0.043

As for the SMILES: CCN.CN. As for the total charge: 0. The total energy is -6284.8961 eV. For the energy above the lowest of the compared OMol25 structures with the same formula, charge and spin, the calculation gives 67.4 kJ/mol. As for the HOMO-LUMO gap: 9.8 eV.